# C42H63ClCsIN8O4SSe

C42H63ClCsIN8O4SSe as an isolated structure (ωB97M-V with the def2-TZVPD basis set, the Open Molecules 2025 dataset).

Summary:
Lowest unoccupied orbital energy, eV: 3.10
Charge: -2
E_HOMO, Eh: -0.079
ΔE to the lowest compared entry with this formula, charge and spin, kcal per mole: 19.6
Calculated total energy, eV: -162047.256
Gap between HOMO and LUMO, eV: 5.2

Each line ends with the Löwdin charge.
Cartesian coordinates (Å):
Cs (-0.17862, -0.98072, 0.98876)  0.818
C (5.30065, -4.59357, -0.17417)  -0.050
C (4.45368, -5.08187, -1.35683)  -0.552
C (3.91898, -6.47395, -1.02019)  -0.068
C (5.33273, -5.18110, -2.61117)  -0.048
C (3.32582, -4.08868, -1.62421)  -0.156
C (1.98886, -4.44796, -1.66298)  0.016
C (1.02860, -3.46211, -1.85718)  -0.117
N (1.31830, -2.18111, -2.06541)  0.089
C (2.60661, -1.82504, -2.07353)  -0.209
C (3.61828, -2.74346, -1.82632)  0.024
C (2.90595, -0.36922, -2.26514)  -0.218
C (4.19836, 0.12056, -2.14382)  0.014
C (4.44832, 1.48568, -2.19979)  -0.170
C (3.36444, 2.30711, -2.45745)  -0.002
C (2.11000, 1.73541, -2.61961)  -0.121
N (1.86926, 0.43548, -2.51132)  0.121
C (5.85224, 2.00858, -1.91705)  -0.549
C (6.24682, 1.58599, -0.49369)  -0.056
C (5.92327, 3.53230, -2.00822)  -0.071
C (6.84042, 1.41250, -2.92904)  -0.051
H (6.07534, -5.32993, 0.05769)  0.083
H (4.68139, -4.45023, 0.71307)  0.096
H (5.79442, -3.64416, -0.38715)  0.068
H (4.75551, -7.14036, -0.79669)  0.080
H (3.36031, -6.90442, -1.85381)  0.084
H (3.26391, -6.44659, -0.14741)  0.091
H (6.16077, -5.87528, -2.43910)  0.080
H (5.75201, -4.20856, -2.87554)  0.078
H (4.75096, -5.54035, -3.46315)  0.088
H (1.65118, -5.45832, -1.48098)  0.108
H (-0.02137, -3.72707, -1.79270)  0.087
H (4.64562, -2.41353, -1.77357)  0.098
H (5.01424, -0.55688, -1.93817)  0.100
H (3.45701, 3.38247, -2.50605)  0.103
H (1.24703, 2.36373, -2.79483)  0.102
H (5.52739, 1.96395, 0.23565)  0.053
H (7.24079, 1.97302, -0.24873)  0.085
H (6.26953, 0.49958, -0.39233)  0.054
H (5.26347, 4.00418, -1.27829)  0.090
H (5.64890, 3.88892, -3.00414)  0.082
H (6.94446, 3.86139, -1.80124)  0.080
H (6.86105, 0.32268, -2.87404)  0.075
H (7.85086, 1.77990, -2.72796)  0.079
H (6.56746, 1.69282, -3.94956)  0.086
O (0.08832, 2.71087, -0.38585)  -0.130
H (-0.61692, 3.08286, 0.17106)  -0.075
H (0.74951, 2.37446, 0.23510)  -0.045
N (-2.99472, 0.22135, 3.15070)  0.098
C (-3.31904, -0.56409, 3.95019)  -0.410
N (-3.60817, -1.50979, 4.80498)  0.019
C (-4.68355, -1.37471, 5.55976)  -0.475
N (-5.61460, -1.35334, 6.25669)  0.029
N (-2.86773, -0.27207, -5.12516)  0.134
C (-2.42759, -0.25989, -3.84814)  -0.606
O (-3.14066, 0.12367, -2.93461)  0.028
C (-1.01841, -0.70429, -3.53710)  -0.511
I (0.15198, -1.42436, -5.17350)  0.826
H (-3.82886, -0.02435, -5.28277)  0.107
H (-2.31410, -0.66928, -5.86435)  -0.002
H (-1.01438, -1.49959, -2.79897)  0.042
H (-0.43676, 0.11193, -3.11114)  0.034
C (5.22938, -1.88488, 6.43702)  -0.076
C (4.65249, -1.22356, 5.21059)  -0.299
C (3.67233, -0.24719, 5.30772)  -0.036
C (3.13693, 0.38662, 4.18650)  -0.311
C (2.07402, 1.43232, 4.37466)  -0.099
C (3.59187, 0.03821, 2.89993)  -0.588
Se (2.91543, 0.89320, 1.33642)  0.524
C (4.58168, -0.96228, 2.79205)  -0.303
C (5.10596, -1.38566, 1.44806)  -0.101
C (5.09070, -1.56710, 3.93771)  -0.041
H (4.65739, -1.62058, 7.32788)  0.064
H (6.26705, -1.58225, 6.60797)  0.068
H (5.22017, -2.97385, 6.34594)  0.068
H (3.30206, 0.03505, 6.28993)  0.104
H (1.94557, 1.67066, 5.43240)  0.067
H (1.11368, 1.09379, 3.97826)  0.072
H (2.32246, 2.33854, 3.82000)  0.050
H (4.28802, -1.68155, 0.78535)  0.053
H (5.81062, -2.21487, 1.55280)  0.062
H (5.60418, -0.55016, 0.94611)  0.038
H (5.85092, -2.33797, 3.82752)  0.105
C (-6.57499, 2.18714, 1.98390)  -0.106
C (-6.80186, 0.98092, 1.07198)  -0.255
C (-5.62548, 0.00708, 0.98717)  -0.193
C (-4.46270, 0.48033, 0.12701)  -0.182
N (-3.78148, 1.62051, 0.72673)  0.005
C (-3.25438, 2.66321, 0.07825)  -0.827
S (-2.63359, 3.99358, 0.93280)  0.607
N (-3.27031, 2.60643, -1.27053)  0.010
C (-2.74072, 3.65248, -2.12253)  -0.226
C (-3.68868, 4.82741, -2.32520)  -0.217
C (-4.96935, 4.50630, -3.09644)  -0.264
C (-6.04525, 3.79379, -2.27723)  -0.111
H (-7.49713, 2.76228, 2.10125)  0.061
H (-5.80527, 2.85655, 1.59817)  0.052
H (-6.25502, 1.85977, 2.97596)  0.077
H (-7.06141, 1.32194, 0.06202)  0.095
H (-7.67111, 0.42737, 1.43892)  0.096
H (-5.97100, -0.93679, 0.55675)  0.111
H (-5.25739, -0.22404, 1.99110)  0.090
H (-4.84220, 0.76947, -0.85345)  0.099
H (-3.76325, -0.34047, -0.03343)  0.117
H (-3.52862, 1.51195, 1.70486)  0.052
H (-3.28477, 1.68248, -1.68180)  0.081
H (-2.54340, 3.17988, -3.08951)  0.120
H (-1.78934, 4.01094, -1.72513)  0.086
H (-3.12947, 5.59897, -2.86412)  0.106
H (-3.93353, 5.24637, -1.34519)  0.082
H (-4.71958, 3.90661, -3.98033)  0.099
H (-5.38753, 5.44389, -3.47666)  0.093
H (-5.69390, 2.83131, -1.90437)  0.048
H (-6.94517, 3.62239, -2.87339)  0.062
H (-6.32592, 4.39413, -1.40807)  0.076
Cl (0.33742, -3.88513, 2.34175)  0.466
C (-1.10266, -4.70779, 1.63196)  -0.459
C (-1.39321, -4.20581, 0.19742)  -0.810
O (-1.48166, -5.08945, -0.66912)  -0.040
O (-1.50360, -2.95752, 0.06767)  -0.396
H (-1.93429, -4.48466, 2.29665)  0.074
H (-0.88183, -5.76842, 1.61864)  0.059

Cartesian forces, eV/Å:
Cs 0.42 1.60 0.26
C 0.01 0.00 -0.01
C 0.00 -0.01 -0.02
C -0.02 0.00 -0.01
C 0.02 0.00 0.01
C 0.02 -0.03 0.04
C -0.11 0.00 0.16
C 0.03 0.08 0.00
N 0.04 -0.10 0.07
C -0.04 0.09 0.24
C 0.07 -0.04 -0.14
C 0.01 -0.01 -0.05
C 0.00 -0.03 0.05
C 0.08 -0.01 -0.01
C -0.10 0.05 -0.03
C 0.02 -0.14 0.14
N -0.01 0.04 -0.10
C 0.06 -0.02 0.03
C 0.08 0.11 -0.06
C -0.01 0.02 -0.02
C -0.02 0.00 -0.02
H -0.01 0.01 -0.01
H 0.01 0.00 0.00
H -0.04 -0.03 0.00
H -0.01 0.01 -0.01
H -0.01 0.01 0.01
H 0.02 -0.01 -0.01
H -0.02 0.01 0.00
H 0.00 -0.01 0.00
H 0.01 0.00 0.01
H 0.00 0.01 -0.03
H -0.01 0.01 -0.14
H -0.01 -0.03 -0.04
H -0.01 0.05 0.04
H 0.00 -0.01 0.01
H -0.07 0.07 0.00
H -0.01 -0.09 -0.01
H 0.02 0.00 -0.04
H 0.05 0.17 -0.12
H 0.01 -0.01 0.00
H 0.01 0.00 0.00
H -0.01 -0.01 0.00
H 0.00 0.02 0.00
H -0.02 -0.01 0.01
H 0.01 0.00 0.00
O 0.04 -0.15 -0.06
H 0.00 0.09 0.02
H 0.10 -0.01 0.07
N 0.12 -0.07 0.03
C -0.07 -0.16 0.12
N -0.13 0.21 0.01
C 0.13 -0.06 -0.14
N 0.02 0.01 0.02
N 0.02 -0.04 -0.04
C 0.01 -0.02 0.02
O -0.02 0.10 0.09
C 0.08 0.03 -0.08
I -0.01 0.03 -0.02
H 0.00 0.00 0.01
H -0.01 0.01 0.01
H -0.13 -0.07 0.03
H 0.00 0.01 -0.01
C -0.01 0.01 -0.02
C -0.01 0.00 0.02
C -0.02 0.04 -0.04
C 0.04 -0.06 0.00
C 0.02 -0.01 -0.01
C 0.01 -0.03 0.07
Se 0.02 0.10 -0.15
C 0.00 0.03 0.09
C 0.01 0.06 0.00
C -0.03 -0.01 -0.08
H 0.00 0.00 -0.01
H -0.01 0.00 -0.01
H 0.00 0.01 -0.01
H 0.00 0.00 -0.01
H 0.00 -0.01 -0.01
H 0.00 0.01 -0.01
H 0.00 0.00 0.01
H 0.00 -0.02 0.03
H -0.01 0.03 0.02
H -0.12 -0.19 0.20
H -0.01 0.01 0.00
C 0.02 0.01 -0.02
C 0.00 0.03 0.02
C 0.00 -0.03 0.09
C 0.05 0.11 0.01
N 0.08 -0.01 -0.14
C -0.07 -0.05 0.08
S -0.07 0.03 0.05
N 0.10 -0.13 -0.01
C 0.06 0.03 -0.09
C -0.05 0.06 0.04
C -0.04 -0.01 -0.01
C 0.02 -0.03 0.02
H 0.00 0.00 0.00
H -0.03 -0.02 0.02
H 0.00 0.00 -0.02
H 0.00 0.01 0.00
H -0.01 0.00 0.01
H -0.01 -0.01 -0.01
H -0.02 0.01 -0.07
H -0.02 0.02 -0.04
H 0.08 -0.12 -0.01
H -0.01 0.02 0.13
H -0.07 -0.02 -0.05
H 0.03 0.00 0.00
H -0.01 -0.01 0.02
H 0.00 0.00 -0.01
H 0.01 0.00 -0.03
H 0.00 -0.01 0.02
H -0.02 0.00 -0.01
H -0.03 0.06 -0.04
H 0.00 0.01 0.01
H 0.02 -0.01 -0.01
Cl 0.08 -0.37 0.13
C -0.04 0.02 -0.10
C -0.06 0.05 0.02
O 0.00 0.04 0.01
O -0.52 -1.20 -0.43
H -0.01 0.00 -0.01
H 0.00 -0.03 0.05